(1)
{"formula": "C6H9N4", "method": "ωB97M-V with the def2-TZVPD basis set", "symbols": ["C", "C", "C", "C", "C", "C", "N", "N", "N", "N", "H", "H", "H", "H", "H", "H", "H", "H", "H"], "xyz": [[2.14, -0.15, 0.79], [2.09, 0.71, -0.27], [0.92, -0.64, 1.21], [0.79, 1.00, -0.98], [-0.40, -0.01, 0.87], [-1.50, 0.62, -1.34], [0.34, -1.74, 1.71], [-2.02, -1.93, 1.31], [-0.32, 0.17, -0.60], [-0.93, -1.37, 1.26], [3.02, -0.72, 1.21], [2.88, 1.31, -0.62], [0.23, 2.00, -0.87], [1.06, 0.79, -1.98], [-0.92, 0.79, 1.44], [-2.23, -0.26, -1.23], [-1.98, 1.60, -1.03], [-1.29, 0.72, -2.36], [-1.88, -2.90, 1.48]], "total_energy_ha": -452.51874, "spin_multiplicity": 3, "total_charge": 1, "e_above_lowest_kj_mol": 280.0, "fmax_ev_per_a": 5.09}


(2)
{"formula": "C26H43FNO13", "method": "ωB97M-V with the def2-TZVPD basis set", "symbols": ["C", "C", "F", "C", "C", "C", "C", "N", "O", "C", "C", "C", "C", "H", "H", "H", "H", "H", "H", "H", "H", "H", "H", "H", "H", "H", "H", "H", "H", "H", "H", "H", "C", "C", "C", "O", "C", "O", "O", "H", "H", "H", "H", "H", "H", "C", "C", "C", "O", "C", "O", "O", "H", "H", "H", "H", "H", "H", "C", "C", "C", "O", "C", "O", "O", "H", "H", "H", "H", "H", "H", "C", "C", "C", "O", "C", "O", "O", "H", "H", "H", "H", "H", "H"], "xyz": [[-0.83, 2.09, 1.75], [0.53, 1.45, 1.66], [1.48, 2.49, 1.82], [0.75, 0.81, 0.30], [1.86, -0.27, 0.24], [1.19, -1.65, 0.26], [2.67, -0.15, -1.03], [2.79, -0.10, 1.40], [3.76, 0.69, 1.18], [2.23, -0.10, 2.80], [3.09, 0.79, 3.68], [2.25, -1.52, 3.38], [0.78, 0.43, 2.76], [-1.61, 1.33, 1.71], [-0.97, 2.78, 0.93], [-0.93, 2.64, 2.69], [0.92, 1.60, -0.44], [-0.20, 0.33, 0.06], [0.65, -1.85, 1.18], [0.44, -1.67, -0.53], [1.90, -2.45, 0.08], [3.57, -0.76, -0.97], [2.06, -0.50, -1.87], [2.98, 0.87, -1.22], [4.09, 0.37, 3.79], [3.18, 1.79, 3.26], [2.63, 0.85, 4.66], [3.22, -1.73, 3.85], [2.10, -2.28, 2.61], [1.49, -1.64, 4.14], [0.53, 0.85, 3.73], [0.07, -0.38, 2.56], [-4.71, 1.48, -1.55], [-3.64, 0.43, -1.64], [-4.08, -0.96, -2.07], [-3.11, -1.80, -1.41], [-2.66, -1.15, -0.33], [-1.97, -1.62, 0.52], [-3.08, 0.13, -0.33], [-4.34, 2.36, -1.02], [-5.02, 1.77, -2.55], [-5.58, 1.10, -1.01], [-2.81, 0.77, -2.26], [-4.05, -1.12, -3.14], [-5.07, -1.20, -1.67], [5.83, -1.59, 1.37], [5.87, -3.01, 1.86], [6.65, -3.26, 3.14], [7.08, -4.62, 2.97], [7.14, -4.88, 1.64], [7.62, -5.86, 1.17], [6.58, -3.87, 0.94], [5.45, -1.55, 0.35], [5.18, -0.99, 1.99], [6.83, -1.14, 1.37], [4.86, -3.41, 1.96], [6.07, -3.17, 4.05], [7.54, -2.62, 3.19], [-7.46, -4.97, -5.64], [-6.83, -4.06, -4.62], [-7.73, -3.53, -3.52], [-7.12, -2.26, -3.21], [-6.46, -1.84, -4.31], [-5.98, -0.75, -4.43], [-6.40, -2.82, -5.24], [-6.79, -5.10, -6.49], [-7.64, -5.94, -5.19], [-8.40, -4.56, -6.00], [-5.94, -4.51, -4.18], [-7.77, -4.14, -2.63], [-8.74, -3.34, -3.89], [1.57, 7.63, 1.00], [0.65, 6.58, 0.47], [1.24, 5.21, 0.23], [0.42, 4.71, -0.84], [-0.07, 5.77, -1.53], [-0.64, 5.70, -2.57], [0.20, 6.92, -0.87], [1.11, 8.62, 0.92], [1.78, 7.44, 2.06], [2.51, 7.64, 0.45], [-0.25, 6.49, 1.09], [1.18, 4.53, 1.07], [2.27, 5.28, -0.13]], "total_energy_ha": -2149.27902, "spin_multiplicity": 2, "fmax_ev_per_a": 0.53}


(3)
{"formula": "C27H36N3O", "method": "ωB97M-V with the def2-TZVPD basis set", "symbols": ["C", "N", "C", "O", "C", "C", "C", "C", "C", "C", "C", "C", "N", "C", "C", "C", "C", "C", "C", "C", "C", "C", "C", "C", "C", "C", "C", "H", "H", "H", "H", "H", "H", "H", "H", "H", "H", "H", "H", "H", "H", "H", "H", "H", "H", "H", "H", "H", "H", "H", "H", "H", "H", "H", "C", "C", "C", "N", "H", "H", "H", "H", "H", "H", "H", "H", "H"], "xyz": [[3.01, 2.70, 2.53], [2.38, 1.78, 1.61], [3.12, 1.10, 0.69], [4.32, 1.25, 0.46], [2.19, 0.12, -0.01], [2.58, -1.35, 0.21], [2.65, -1.70, 1.67], [3.78, -1.35, 2.42], [3.83, -1.65, 3.78], [2.75, -2.27, 4.41], [1.65, -2.67, 3.66], [1.60, -2.39, 2.29], [0.89, 0.45, 0.56], [-0.23, -0.21, 0.19], [-1.47, -0.01, 0.79], [-2.62, -0.74, 0.50], [-3.91, -0.46, 1.09], [-5.04, -1.24, 0.73], [-6.24, -1.13, 1.42], [-6.36, -0.23, 2.49], [-5.30, 0.63, 2.79], [-4.11, 0.56, 2.07], [0.97, 1.42, 1.67], [0.61, 0.83, 3.06], [0.18, 2.03, 3.89], [-0.17, 3.19, 2.92], [0.10, 2.70, 1.50], [4.03, 2.88, 2.17], [2.45, 3.64, 2.56], [3.06, 2.26, 3.54], [2.21, 0.36, -1.09], [1.83, -1.98, -0.29], [3.55, -1.51, -0.27], [4.61, -0.86, 1.92], [4.72, -1.37, 4.35], [2.79, -2.49, 5.48], [0.81, -3.19, 4.12], [0.75, -2.71, 1.68], [-0.10, -0.95, -0.60], [-1.52, 0.75, 1.57], [-2.52, -1.67, -0.06], [-4.95, -1.94, -0.11], [-7.09, -1.76, 1.15], [-7.29, -0.18, 3.07], [-5.41, 1.36, 3.60], [-3.32, 1.29, 2.27], [-0.20, 0.10, 2.94], [1.48, 0.31, 3.47], [-0.68, 1.78, 4.54], [1.00, 2.34, 4.55], [-1.22, 3.51, 3.05], [0.46, 4.05, 3.15], [0.65, 3.44, 0.90], [-0.83, 2.46, 0.96], [-3.25, -1.02, -4.52], [-2.08, -0.93, -3.56], [-1.19, -2.16, -3.71], [-2.52, -0.76, -2.17], [-2.90, -0.97, -5.56], [-3.76, -1.98, -4.38], [-3.96, -0.21, -4.34], [-1.47, -0.05, -3.81], [-0.67, -2.14, -4.67], [-0.43, -2.23, -2.93], [-1.80, -3.07, -3.68], [-1.77, -0.28, -1.67], [-3.35, -0.17, -2.12]], "total_energy_ha": -1289.72324, "total_charge": 1, "e_above_lowest_kj_mol": 0.0, "fmax_ev_per_a": 2.54}


(4)
{"formula": "C7H12O", "method": "ωB97M-V with the def2-TZVPD basis set", "symbols": ["C", "C", "C", "C", "C", "C", "C", "O", "H", "H", "H", "H", "H", "H", "H", "H", "H", "H", "H", "H"], "xyz": [[2.78, 1.75, 0.18], [2.39, 0.77, -1.03], [2.25, -0.56, -0.40], [0.95, -0.92, 0.40], [-0.37, -0.41, -0.23], [-1.52, -0.24, 0.42], [-2.81, -0.36, -0.15], [-3.87, -0.29, 0.69], [3.73, 1.32, 0.66], [2.78, 2.78, -0.18], [1.95, 1.77, 0.97], [1.45, 1.30, -1.46], [3.21, 0.95, -1.85], [2.63, -1.46, -0.81], [0.67, -2.01, 0.42], [0.95, -0.45, 1.38], [-0.30, -0.16, -1.33], [-1.52, -0.01, 1.54], [-2.91, -0.69, -1.29], [-3.76, -1.07, 1.29]], "total_energy_ha": -348.89510, "e_above_lowest_kj_mol": 665.7, "fmax_ev_per_a": 5.21}